{"formula": "C53H76BrN5O2SSbSi4Ti", "method": "the ωB97M-V functional and the def2-TZVPD basis", "total_charge": -1, "mol_weight_g_mol": 1209.17, "orbital_gap_ev": [4.3, 4.3], "multiplicity": 1, "elements": ["Ti", "Br", "C", "C", "C", "C", "O", "C", "C", "N", "C", "C", "C", "C", "C", "C", "C", "C", "N", "C", "C", "H", "H", "H", "H", "H", "H", "H", "H", "H", "H", "C", "Sb", "C", "C", "C", "C", "C", "C", "N", "Si", "C", "C", "C", "C", "C", "C", "C", "C", "C", "N", "Si", "C", "C", "C", "Si", "C", "C", "C", "H", "H", "H", "H", "H", "H", "H", "H", "H", "H", "H", "H", "H", "H", "H", "H", "H", "H", "H", "H", "H", "H", "H", "H", "H", "H", "H", "H", "H", "H", "H", "H", "H", "H", "H", "H", "H", "H", "C", "C", "C", "S", "O", "C", "C", "C", "H", "H", "H", "H", "H", "H", "H", "H", "H", "H", "H", "H", "H", "H", "C", "Si", "C", "C", "N", "C", "C", "C", "C", "C", "C", "H", "H", "H", "H", "H", "H", "H", "H", "H", "H", "H", "H", "H", "H"], "positions_angstrom": [[-0.87, -0.15, -1.42], [-6.47, -1.13, -6.20], [-5.16, -0.59, -4.92], [-5.43, 0.54, -4.14], [-4.48, 0.92, -3.21], [-3.30, 0.19, -3.05], [-2.45, 0.54, -2.10], [-3.00, -0.91, -3.88], [-1.77, -1.60, -3.84], [-0.72, -1.23, -3.06], [0.53, -1.80, -3.34], [0.86, -2.49, -4.49], [2.15, -3.03, -4.67], [3.12, -2.91, -3.72], [2.82, -2.21, -2.53], [3.76, -2.02, -1.49], [3.40, -1.37, -0.35], [2.08, -0.88, -0.25], [1.19, -1.00, -1.21], [1.54, -1.66, -2.35], [-4.00, -1.29, -4.82], [-6.35, 1.09, -4.26], [-4.64, 1.78, -2.57], [-1.65, -2.45, -4.50], [0.14, -2.58, -5.28], [2.36, -3.56, -5.59], [4.11, -3.32, -3.86], [4.77, -2.41, -1.61], [4.09, -1.21, 0.47], [1.75, -0.37, 0.65], [-3.82, -2.15, -5.46], [1.81, 4.68, -0.56], [1.63, 2.57, -0.17], [0.02, 2.06, -1.52], [-1.16, 2.95, -1.39], [-2.00, 2.95, -0.27], [-3.17, 3.67, -0.27], [-3.50, 4.43, -1.39], [-2.60, 4.42, -2.45], [-1.48, 3.71, -2.46], [0.72, 2.26, -3.28], [2.30, 1.21, -3.49], [-0.46, 1.69, -4.63], [1.36, 3.97, -3.81], [1.22, 2.91, 2.06], [0.45, 1.71, 2.56], [0.30, 1.42, 3.93], [-0.40, 0.31, 4.34], [-0.96, -0.53, 3.39], [-0.75, -0.21, 2.07], [-0.07, 0.87, 1.66], [3.00, 2.75, 2.75], [3.57, 0.97, 2.64], [3.18, 3.22, 4.57], [4.27, 3.78, 1.82], [0.45, 4.56, 2.64], [-1.01, 5.22, 1.68], [-0.23, 4.48, 4.40], [1.70, 5.97, 2.69], [2.18, 4.82, -1.57], [2.54, 5.11, 0.13], [0.86, 5.21, -0.47], [-1.73, 2.35, 0.59], [-3.83, 3.64, 0.58], [-4.41, 5.01, -1.44], [-2.80, 5.00, -3.34], [2.10, 0.26, -3.99], [2.81, 0.99, -2.55], [3.01, 1.76, -4.12], [-0.48, 0.60, -4.73], [-0.11, 2.10, -5.59], [-1.48, 2.03, -4.46], [2.38, 4.15, -3.47], [0.72, 4.79, -3.50], [1.40, 3.96, -4.91], [0.73, 2.08, 4.67], [-0.51, 0.10, 5.40], [-1.52, -1.42, 3.65], [-1.17, -0.80, 1.27], [2.92, 0.29, 3.20], [4.58, 0.88, 3.05], [3.59, 0.65, 1.60], [2.74, 2.47, 5.23], [2.77, 4.19, 4.83], [4.25, 3.25, 4.80], [4.38, 3.44, 0.78], [5.23, 3.63, 2.31], [4.05, 4.84, 1.81], [-1.93, 4.69, 1.94], [-0.92, 5.18, 0.60], [-1.14, 6.27, 1.97], [-1.08, 3.79, 4.48], [-0.60, 5.48, 4.65], [0.50, 4.20, 5.16], [2.01, 6.29, 1.69], [2.60, 5.77, 3.27], [1.19, 6.82, 3.16], [2.46, -2.54, 5.55], [1.99, -3.39, 4.37], [1.94, -2.57, 3.09], [0.90, -3.31, 1.78], [-0.07, -4.22, 2.46], [2.16, -4.36, 0.98], [2.08, -5.81, 1.42], [2.94, -6.70, 0.53], [2.48, -3.12, 6.47], [1.78, -1.69, 5.70], [3.46, -2.13, 5.38], [1.00, -3.80, 4.55], [2.66, -4.24, 4.23], [2.93, -2.40, 2.66], [1.49, -1.59, 3.28], [3.15, -3.92, 1.16], [1.96, -4.28, -0.10], [1.04, -6.13, 1.39], [2.40, -5.90, 2.46], [2.58, -6.68, -0.50], [2.91, -7.74, 0.87], [3.99, -6.38, 0.53], [-5.14, -1.67, -0.94], [-3.66, -1.39, 0.20], [-3.86, 0.40, 0.74], [-3.84, -2.41, 1.79], [-2.11, -1.75, -0.52], [-1.92, -3.11, -0.76], [-2.97, -4.06, -0.77], [-2.75, -5.40, -1.05], [-1.49, -5.89, -1.35], [-0.44, -4.98, -1.33], [-0.65, -3.65, -1.03], [-5.91, -2.28, -0.45], [-4.86, -2.17, -1.87], [-5.59, -0.72, -1.22], [-4.88, 0.47, 1.14], [-3.77, 1.09, -0.09], [-3.18, 0.72, 1.54], [-4.71, -3.07, 1.76], [-3.96, -1.74, 2.65], [-2.96, -3.04, 1.95], [-3.98, -3.76, -0.56], [-3.60, -6.07, -1.04], [-1.33, -6.93, -1.59], [0.57, -5.32, -1.56], [0.19, -2.98, -0.99]]}

---

{"formula": "C53H82F6N4O24S2", "method": "the ωB97M-V functional and the def2-TZVPD basis", "total_charge": 0, "mol_weight_g_mol": 1337.37, "orbital_gap_ev": 7.7, "multiplicity": 1, "elements": ["O", "H", "H", "H", "C", "F", "F", "F", "S", "O", "O", "N", "S", "O", "O", "C", "F", "F", "F", "C", "O", "C", "C", "N", "C", "C", "O", "C", "H", "H", "H", "H", "H", "H", "H", "H", "H", "H", "H", "H", "H", "H", "H", "C", "O", "C", "C", "N", "C", "C", "O", "C", "H", "H", "H", "H", "H", "H", "H", "H", "H", "H", "H", "H", "H", "H", "H", "C", "O", "C", "C", "N", "C", "C", "O", "C", "H", "H", "H", "H", "H", "H", "H", "H", "H", "H", "H", "H", "H", "H", "H", "C", "C", "C", "C", "C", "C", "O", "O", "H", "H", "H", "H", "H", "H", "C", "C", "C", "C", "C", "C", "O", "O", "H", "H", "H", "H", "H", "H", "C", "C", "C", "C", "C", "C", "O", "O", "H", "H", "H", "H", "H", "H", "C", "C", "C", "C", "C", "C", "O", "O", "H", "H", "H", "H", "H", "H", "C", "C", "C", "C", "C", "C", "O", "O", "H", "H", "H", "H", "H", "H", "C", "C", "O", "C", "O", "O", "H", "H", "H", "H"], "positions_angstrom": [[1.72, 0.00, 2.16], [1.81, 1.00, 2.46], [1.49, -0.68, 2.87], [1.22, -0.17, 1.30], [2.44, -1.84, -1.43], [2.32, -2.28, -0.16], [3.61, -1.94, -2.01], [1.51, -2.49, -2.12], [1.96, -0.03, -1.21], [3.02, 0.44, -0.37], [1.86, 0.52, -2.52], [0.65, -0.16, -0.17], [-0.62, 0.03, -1.07], [-0.76, 1.32, -1.67], [-0.92, -1.06, -1.96], [-1.97, 0.03, 0.24], [-3.12, -0.06, -0.39], [-1.85, -1.08, 0.99], [-1.91, 1.13, 0.97], [2.25, 0.54, 7.03], [2.50, 1.47, 5.99], [1.31, 1.93, 5.37], [1.73, 2.94, 4.35], [2.28, 2.37, 3.14], [2.27, 3.29, 2.00], [0.93, 3.56, 1.36], [0.64, 4.96, 1.33], [-0.34, 5.31, 0.41], [1.93, -0.40, 6.57], [1.53, 0.89, 7.78], [3.20, 0.41, 7.55], [0.65, 2.36, 6.12], [0.87, 1.06, 4.87], [2.37, 3.67, 4.86], [0.93, 3.61, 4.00], [3.25, 2.10, 3.28], [2.98, 2.91, 1.26], [2.76, 4.24, 2.25], [0.09, 3.06, 1.87], [0.86, 3.22, 0.32], [-1.01, 4.47, 0.18], [0.06, 5.55, -0.60], [-0.91, 6.17, 0.74], [2.92, -2.98, 3.39], [1.74, -2.20, 3.46], [0.51, -2.97, 3.47], [-0.51, -2.53, 4.48], [-1.09, -1.21, 4.07], [-2.01, -0.71, 5.12], [-2.81, 0.49, 4.59], [-3.01, 1.34, 5.68], [-3.51, 2.60, 5.30], [2.90, -3.69, 2.54], [3.17, -3.50, 4.31], [3.69, -2.28, 3.04], [0.78, -3.99, 3.76], [0.22, -2.87, 2.42], [0.00, -2.49, 5.45], [-1.33, -3.25, 4.65], [-1.80, -1.56, 3.41], [-1.43, -0.41, 5.99], [-2.76, -1.42, 5.48], [-3.70, 0.09, 4.08], [-2.25, 1.02, 3.81], [-3.19, 3.39, 5.98], [-4.60, 2.67, 5.20], [-3.13, 2.98, 4.34], [-3.95, 3.87, 1.07], [-4.86, 3.35, 0.12], [-5.69, 2.34, 0.64], [-6.49, 1.62, -0.44], [-7.63, 2.43, -0.84], [-8.77, 1.65, -1.23], [-9.83, 2.57, -1.85], [-11.00, 1.93, -2.31], [-10.83, 0.76, -3.10], [-3.58, 3.14, 1.80], [-4.57, 4.60, 1.61], [-3.12, 4.39, 0.59], [-6.48, 2.83, 1.24], [-5.10, 1.66, 1.25], [-6.90, 0.74, 0.09], [-5.90, 1.21, -1.26], [-7.81, 3.24, -0.27], [-9.30, 1.15, -0.40], [-8.50, 0.88, -1.96], [-9.36, 3.13, -2.67], [-10.19, 3.22, -1.05], [-11.69, 0.63, -3.75], [-10.79, -0.07, -2.38], [-9.88, 0.69, -3.65], [-1.15, -1.01, -6.08], [-0.04, -0.57, -5.38], [0.84, 0.35, -5.97], [0.63, 0.79, -7.26], [-0.51, 0.35, -7.94], [-1.40, -0.54, -7.36], [-2.44, -1.10, -8.09], [1.96, 0.79, -5.31], [-1.79, -1.71, -5.56], [0.30, -1.07, -4.48], [1.09, 1.68, -7.67], [-0.74, 0.70, -8.94], [-3.17, -1.19, -7.47], [1.88, 0.49, -4.39], [3.05, -5.33, -7.13], [4.06, -4.40, -6.93], [4.39, -4.02, -5.63], [3.74, -4.59, -4.56], [2.61, -5.38, -4.77], [2.23, -5.71, -6.07], [0.94, -6.13, -6.35], [5.43, -3.13, -5.40], [2.68, -5.53, -8.13], [4.61, -4.05, -7.80], [4.12, -4.41, -3.56], [1.96, -5.69, -3.96], [0.46, -6.17, -5.52], [5.92, -3.09, -6.24], [6.60, -2.31, 2.13], [6.41, -3.41, 2.94], [5.96, -4.61, 2.39], [5.32, -4.57, 1.17], [5.28, -3.39, 0.42], [6.07, -2.33, 0.85], [6.28, -1.25, 0.04], [6.13, -5.77, 3.09], [6.92, -1.31, 2.42], [6.80, -3.41, 3.95], [4.89, -5.46, 0.72], [4.83, -3.42, -0.56], [5.81, -1.17, -0.79], [6.74, -5.60, 3.81], [8.11, 2.33, 0.49], [6.76, 2.05, 0.58], [6.19, 1.67, 1.78], [6.97, 1.65, 2.92], [8.32, 1.95, 2.84], [8.92, 2.13, 1.61], [10.28, 2.22, 1.53], [4.86, 1.35, 1.91], [8.54, 2.65, -0.45], [6.17, 2.13, -0.33], [6.53, 1.24, 3.82], [8.98, 1.80, 3.68], [10.57, 2.54, 0.67], [4.57, 0.93, 1.08], [-7.96, -1.65, 0.56], [-9.35, -1.73, 0.42], [-9.78, -2.48, -0.67], [-8.96, -2.76, -1.76], [-7.63, -2.42, -1.68], [-7.12, -1.86, -0.51], [-5.78, -1.60, -0.43], [-11.08, -2.97, -0.74], [-7.57, -1.42, 1.55], [-10.02, -1.65, 1.27], [-9.46, -3.28, -2.57], [-6.94, -2.57, -2.51], [-5.41, -1.77, 0.44], [-11.72, -2.25, -0.69], [5.06, 2.23, -2.79], [4.37, 3.32, -3.63], [3.97, 4.27, -2.60], [4.06, 3.71, -1.39], [3.74, 4.23, -0.37], [4.63, 2.48, -1.47], [6.14, 2.21, -2.94], [4.65, 1.27, -3.13], [3.43, 3.05, -4.11], [5.06, 3.80, -4.31]]}